The following is a quantum chemistry calculation of an isolated ion of composition C8H15N2O3 and charge +1 at a distorted geometry, from the OMol25 dataset.

Properties
* gap between HOMO and LUMO (spin up / spin down): 6.01 / 9.55 eV
* net charge: +1
* E_tot: -648.5312 hartree
* highest occupied orbital energy (spin up / spin down): -12.247 / -13.838 eV
* energy relative to the best compared isomer or geometry (same formula, charge and spin): 9.192 eV

Last column: Löwdin charge in e.
Geometry (Å):
C 0.8512 -1.4922 -1.1588  0.186
C 1.4364 -0.6136 -2.0062  -0.422
C -0.6620 -0.6717 0.6911  -0.389
C -0.5194 0.7977 0.2401  -0.461
C 2.9683 -0.2521 -2.1284  0.034
C 0.0688 -0.9151 2.0255  0.006
C -2.1053 -1.1025 0.8614  -0.009
C -1.0650 1.7899 1.3156  0.033
N -1.2853 1.1776 -0.9418  0.112
N -0.0150 -1.6943 -0.2736  0.207
O 0.7207 0.0791 -2.7359  0.110
O 0.8679 1.0428 0.0096  -0.004
O -0.4567 1.5128 -1.9018  0.017
H 3.5740 -1.1857 -1.8999  0.100
H 3.1385 0.4655 -1.2646  0.103
H 3.1022 0.0116 -3.2012  0.104
H -0.3115 -0.2261 2.8088  0.113
H 1.1972 -0.7197 1.8205  0.140
H -0.1488 -1.7467 2.5151  0.035
H -2.3069 -2.1314 1.3963  0.155
H -2.5715 -0.9393 -0.1397  0.113
H -2.6002 -0.4569 1.4457  0.036
H -0.3673 2.2876 1.9091  0.082
H -1.7023 1.3695 2.0126  0.060
H -1.6461 2.6046 0.9742  0.091
H -0.3382 -2.6034 -0.1929  0.148
H 1.2473 1.8398 0.4220  0.141
H -1.0710 1.7723 -2.6027  0.158

---

The following is a quantum chemistry calculation of a 3-piece molecular cluster, C19H42O8PS overall at a distorted geometry, from the OMol25 dataset.

Properties
* gap between HOMO and LUMO: 8.74 eV
* net charge: +1
* E_tot: -2090.3478 hartree
* highest occupied orbital energy: -12.030 eV
* energy relative to the best compared isomer or geometry (same formula, charge and spin): 0.321 eV

Last column: Löwdin charge in e.
Geometry (Å):
C 9.5599 -1.0939 -1.0036  -0.102
C 9.5272 0.2618 -0.3194  -0.270
C 9.1220 1.3764 -1.2701  -0.209
C 8.2054 2.4102 -0.6079  -0.210
C 6.7957 1.8492 -0.5429  -0.295
C 5.8508 2.7925 0.2270  -0.310
P 4.2702 1.9756 0.6704  0.785
S 3.9360 0.2117 -0.3826  0.608
C 2.8255 3.0813 0.4646  -0.351
O 1.6663 2.3442 0.7623  -0.199
C 0.8794 1.9557 -0.3769  -0.178
C 0.0791 0.7274 -0.0545  -0.201
O -1.2330 0.9283 -0.5340  -0.142
C -1.9999 -0.2626 -0.5234  -0.274
C -3.3360 0.0515 -1.1464  -0.061
H 10.0278 -1.0232 -1.9770  0.077
H 8.5415 -1.4470 -1.1314  0.069
H 10.0629 -1.8310 -0.3933  0.073
H 10.4805 0.4714 0.1492  0.110
H 8.8192 0.1939 0.5021  0.094
H 8.5374 0.9135 -2.0613  0.105
H 9.9797 1.8435 -1.7354  0.118
H 8.1893 3.3350 -1.1759  0.119
H 8.5865 2.6124 0.3891  0.120
H 6.4221 1.7298 -1.5519  0.104
H 6.8426 0.9018 -0.0214  0.090
H 6.3526 3.0685 1.1471  0.099
H 5.6350 3.6886 -0.3397  0.101
H 4.3524 1.6220 2.0183  0.056
H 4.2236 0.7131 -1.5943  -0.121
H 2.8725 3.9025 1.1740  0.118
H 2.7774 3.5005 -0.5362  0.115
H 1.5072 1.7586 -1.2395  0.103
H 0.2190 2.7792 -0.6357  0.141
H 0.0554 0.5642 1.0238  0.136
H 0.4924 -0.1584 -0.5328  0.117
H -1.5236 -1.0439 -1.1174  0.120
H -2.1272 -0.6129 0.5019  0.124
H -3.1496 0.5767 -2.0769  0.084
H -3.8865 0.7314 -0.5122  0.069
H -3.9082 -0.8468 -1.3304  0.079
C -0.8110 -5.6489 2.7110  -0.065
C -1.1266 -4.2355 3.1521  -0.217
O -2.4035 -3.7935 2.6689  0.025
C -3.4623 -4.2831 3.3221  -0.610
O -3.4293 -5.0210 4.2712  0.130
O -4.5624 -3.7961 2.7457  0.000
C -5.7875 -4.2825 3.3063  -0.033
H -0.8859 -5.7345 1.6260  0.082
H 0.1982 -5.9239 3.0173  0.080
H -1.5075 -6.3611 3.1494  0.077
H -0.4054 -3.5401 2.7245  0.115
H -1.0869 -4.1344 4.2364  0.124
H -5.8156 -4.1214 4.3810  0.097
H -5.9084 -5.3411 3.0841  0.100
H -6.5871 -3.7200 2.8339  0.091
C -8.7015 3.4708 -3.2642  -0.066
C -9.3324 2.0953 -3.2972  -0.208
O -8.3967 1.0660 -2.9347  0.037
C -8.1407 0.9554 -1.6328  -0.607
O -8.6370 1.6033 -0.7478  0.126
O -7.2488 -0.0281 -1.4691  0.002
C -6.8415 -0.2314 -0.1160  -0.050
H -7.8096 3.4945 -3.8919  0.081
H -9.4071 4.2172 -3.6278  0.081
H -8.4051 3.7433 -2.2526  0.074
H -9.6450 1.8500 -4.3100  0.123
H -10.2097 2.0389 -2.6539  0.124
H -7.6983 -0.3853 0.5358  0.096
H -6.2552 0.6179 0.2314  0.090
H -6.2208 -1.1231 -0.1046  0.087

---

The following is a quantum chemistry calculation of C6H11P as an isolated structure at a distorted geometry, from the OMol25 dataset.

Properties
* gap between HOMO and LUMO: 9.31 eV
* net charge: 0
* E_tot: -576.4585 hartree
* highest occupied orbital energy: -8.263 eV
* energy relative to the best compared isomer or geometry (same formula, charge and spin): 1.608 eV

Last column: Löwdin charge in e.
Geometry (Å):
C 1.1085 -0.5053 0.9634  -0.115
C 1.1612 0.9810 0.5576  -0.175
C -1.3329 -0.0592 0.8711  0.054
C -0.1895 -0.6881 0.1594  -0.575
C -0.0376 0.7489 -0.3300  -0.530
C -0.4121 -1.8916 -0.7169  -0.034
P -0.8943 1.7019 -1.5731  0.808
H 1.9374 -1.0834 0.5626  0.109
H 1.0163 -0.6986 2.0303  0.108
H 1.0324 1.7024 1.3665  0.104
H 2.0536 1.2532 -0.0074  0.104
H -2.3037 -0.0798 0.4133  0.068
H -1.2320 0.3115 1.8715  0.077
H -1.2161 -1.6857 -1.4241  0.077
H -0.6813 -2.7573 -0.1118  0.082
H 0.4928 -2.1227 -1.2793  0.080
H 0.2255 1.9206 -2.3856  -0.125
H -0.7283 2.9524 -0.9675  -0.116

---

The following is a quantum chemistry calculation of a 3-piece molecular cluster, C2H2FO3S overall at a distorted geometry, from the OMol25 dataset.

Properties
* gap between HOMO and LUMO: 6.22 eV
* net charge: -1
* E_tot: -801.1003 hartree
* highest occupied orbital energy: -3.483 eV
* energy relative to the best compared isomer or geometry (same formula, charge and spin): 3.825 eV

Last column: Löwdin charge in e.
Geometry (Å):
C -0.1036 0.4426 3.8501  -0.090
C 0.7493 1.1445 2.0895  -0.466
O -2.0192 3.3202 1.4175  -0.429
O 0.3439 2.1173 1.5455  -0.096
O -3.3757 1.3856 0.7618  -0.474
F 2.1057 0.8219 1.8940  -0.074
S -2.1852 1.8833 1.4842  0.897
H 0.0081 -0.6834 3.7597  -0.113
H -1.1810 0.6079 3.5224  -0.155

---

Q: Which of these has the lowest energy relative to the best compared isomer or geometry (same formula, charge and spin)?
A: C19H42O8PS